Entry 1:
Molecular formula: C36H94BCrF16N6O21S4
Method: DFT, ωB97M-V/def2-TZVPD

```
! wB97M-V def2-TZVPD RIJCOSX def2/J DEFGRID3
* xyz 0 4
Cr 2.2612 -1.5518 -0.5249
S -1.1003 -1.2732 0.0442
S 0.3378 0.9072 -0.4451
S 3.3121 -3.5883 2.0597
S 3.2850 -0.8962 2.2932
F 3.3090 -3.0639 -1.3634
F 5.8191 -3.1887 1.3020
F -0.6777 3.0740 0.7126
F 2.2343 -4.2534 -2.9670
F -2.0940 -3.4026 1.1761
F 1.2072 -3.1924 -1.1482
F 2.4189 -5.1574 -0.9007
F 4.8119 -4.6358 0.0955
F 0.9200 -0.0324 3.2830
F 1.0814 2.3238 1.6877
F 5.3981 -5.1421 2.1116
F 1.4271 -2.0191 3.8946
F -0.8026 1.3265 1.9530
F -1.4219 -1.9062 2.5897
F 2.4291 -0.3213 4.7571
F 0.0435 -3.0748 1.5783
O -0.6249 1.2168 -1.4604
O 3.6106 -3.4090 3.4572
O -5.4733 -1.5327 4.2695
O -6.2354 -0.6827 -0.4300
O -5.5688 1.6403 -1.9023
O 3.2885 1.0913 -3.7056
O 3.0186 2.6002 4.0871
O 0.7287 -6.9056 5.2299
O -3.0182 -6.4621 -1.4169
O 1.8474 -0.9433 -2.4888
O -5.0299 -4.3180 5.2120
O 4.5922 -0.8698 2.8880
O 4.0694 -0.5608 -0.9389
O 3.0693 0.2537 1.4366
O -1.6779 6.4344 -0.6093
O 1.6906 1.1755 -0.8154
O -2.1447 -2.0893 -4.7112
O -1.3048 -2.0062 -1.1906
O 2.3393 -4.6105 1.7781
O 2.4321 5.2908 0.5340
O -2.0827 -0.2620 0.3396
N 0.4780 -0.7948 -0.0354
N -2.9501 -5.5950 -4.0537
N 4.2146 3.0345 1.4083
N -0.2722 7.4397 1.9407
N -1.2075 5.6424 -4.2526
N 2.9059 -2.1984 1.2278
C -5.2958 -5.2150 4.1376
C 1.1584 5.7898 0.9055
C -2.7910 5.6416 -0.2250
C -5.1125 -1.5665 -0.4727
C 1.3334 -1.5088 -4.8307
C -1.1537 -2.5247 1.4529
C 3.0152 5.9907 -0.5436
C -0.2098 -5.7040 3.3768
C -2.7556 -0.8556 -4.4312
C -4.1739 -1.0416 4.4742
C 2.0676 7.3746 2.7586
C 5.9545 4.3072 2.5436
C -4.1939 1.6427 -1.6105
C 5.0114 -0.8310 -2.0279
C -4.0053 0.3236 3.8361
C 6.1673 -1.6733 -1.5028
C -0.1894 4.4131 -2.4458
C -0.0441 1.9864 1.1098
C -2.0842 -4.4828 -4.4688
C 1.1244 7.1828 1.5614
C -2.2540 -5.4855 -0.7500
C -5.4749 -2.9747 -0.8799
C 1.9193 -0.8215 3.6528
C 0.4890 -6.9770 3.7944
C 4.9613 -4.1958 1.3187
C -4.7709 -4.5469 2.8705
C -1.7772 -4.5980 -5.9753
C 3.8462 3.7044 3.7806
C -2.8030 -3.1788 -4.1317
C 2.5753 2.3486 -3.8566
C 3.2233 3.3856 -2.9482
C -1.4253 6.6291 -1.9876
C 2.0080 2.9592 5.0012
C -1.3448 5.3216 -2.8204
C 4.8528 3.2544 2.7136
C 0.8133 -1.3874 -3.3942
B 2.2812 -4.0067 -1.6127
H -6.1872 -3.3652 -0.1490
H -4.7032 1.0778 4.2027
H 1.3864 3.7805 4.6257
H -3.0404 -6.1593 -2.3652
H 4.4744 0.1869 -0.4731
H -4.3361 -1.1060 -1.0920
H 4.3057 3.3913 -3.0748
H -2.1890 -0.0295 -4.8626
H 4.3578 4.1678 4.6315
H 1.4672 -7.0999 3.3304
H 0.4604 5.7123 0.0680
H 2.4904 3.3334 5.9146
H 4.4369 -1.4099 -2.7486
H -3.9964 1.5726 -0.5399
H -5.9898 0.8213 -1.5888
H 2.2722 -0.1892 -2.9532
H -0.3555 3.9477 -1.4772
H 0.0400 -0.6145 -3.3406
H -2.5667 -5.3321 0.2819
H -5.0303 -5.1785 2.0171
H -0.9716 -3.9107 -6.2334
H -3.0151 0.7583 4.0044
H -2.6276 -6.4441 -4.5072
H 3.4544 6.9353 -0.2080
H -4.0506 0.2803 2.7444
H 1.1073 -0.5955 -5.3817
H 3.0759 7.3590 2.3396
H -5.5423 -2.4679 4.5013
H -3.7255 6.1335 -0.4984
H 1.4860 -7.4805 5.3717
H 1.5155 2.1749 -3.6708
H -2.8416 -0.6921 -3.3527
H -0.4826 7.1560 -2.1445
H -2.3482 -4.5025 -1.2340
H -1.9908 6.2488 -4.4911
H -1.4464 -5.6170 -6.1935
H -4.9696 -4.7838 6.0502
H 5.3587 2.3454 3.0443
H -3.8403 -3.2904 -4.4779
H -5.2992 -3.6116 2.6739
H 1.9244 8.3331 3.2505
H 1.4427 7.8360 0.7437
H -3.9360 -0.9956 5.5415
H -1.1163 -4.5360 -3.9662
H -0.8593 7.1743 1.1503
H 1.9455 6.5538 3.4663
H -2.7278 4.6317 -0.6341
H 6.4757 4.1023 1.6092
H 5.5868 5.3301 2.4179
H -4.7254 -6.1464 4.2119
H -5.8736 -3.0028 -1.8919
H 3.0283 3.2841 -1.8807
H 1.3885 2.1213 5.3112
H 0.7331 -2.2888 -5.3013
H -3.7011 -4.3705 2.9315
H -3.6088 0.9022 -2.1663
H 7.0404 -1.5298 -2.1403
H -3.4121 -1.6819 4.0170
H 2.6616 2.6668 -4.8971
H 2.2834 6.1944 -1.3321
H 3.2242 4.4767 3.3070
H -0.4677 -5.7708 2.3176
H -0.3936 6.2215 -4.4393
H -2.2378 7.2471 -2.3858
H 0.7734 4.9123 -2.5813
H -2.2812 4.8035 -2.6144
H 3.8271 5.4130 -0.9851
H -0.1372 3.5813 -3.1529
H -2.6416 -4.4534 -6.6263
H 2.3811 -1.7896 -4.9138
H 5.9046 -2.7275 -1.4891
H -6.3627 -5.4466 4.0995
H 0.7741 5.0787 1.6441
H 6.3997 -1.3431 -0.4904
H -3.7467 2.5703 -1.9792
H -2.8944 -3.1273 -3.0404
H 2.8194 4.3521 -3.2659
H -6.4967 -0.5970 0.4906
H -0.1590 -7.8433 3.6418
H 0.4361 -4.8378 3.5102
H 3.6085 3.8311 1.2124
H -3.7497 -0.7433 -4.8794
H 0.2934 -2.2906 -3.0925
H -0.5436 6.8387 2.7118
H 3.8100 0.9515 -4.5005
H 3.5376 2.2990 1.6071
H -4.6189 -1.5303 0.5066
H -3.8876 -5.4627 -4.4246
H -2.7221 5.5096 0.8539
H 6.5979 4.2569 3.4229
H 5.3274 0.1430 -2.3952
H -1.1672 -5.6397 -0.7793
H -1.1158 -5.5067 3.9520
H -4.6205 -3.6493 -0.7862
*
```

Total energy in eV: -206713.2439
Frontier orbital gap (alpha / beta) in eV: 6.36 / 7.61
<S²>: 3.768
LUMO energy (alpha / beta) in eV: -2.69 / -1.44
HOMO (alpha / beta) in hartree: -0.3325 / -0.3325

These are the Löwdin partial charges, in e, on atoms 1 to 6: 1.04 0.65 0.70 0.67 0.71 0.08

Entry 2:
Molecular formula: C36H95AsF6N8O6
Method: DFT, ωB97M-V/def2-TZVPD

```
! wB97M-V def2-TZVPD RIJCOSX def2/J DEFGRID3
* xyz 6 1
As 0.4073 0.4178 -0.3387
F 0.3345 -0.8177 0.9702
F -0.2507 1.6285 0.7431
F 1.1250 -0.7980 -1.5116
F 0.6310 1.5100 -1.7667
F -1.2357 0.0090 -0.7778
F 2.0639 0.8604 0.1518
O 4.3757 -1.6437 1.5588
O -0.0065 -2.9200 3.0097
O 0.0233 -0.4797 -5.8112
O -3.1606 -2.4846 -4.8022
O -1.3814 4.9362 -0.8501
O 3.6010 -1.3150 -4.9571
N -3.4970 -2.8626 -1.5677
N -0.9434 -4.8146 5.3140
N -3.8286 0.9801 2.1966
N 3.8599 -2.9610 -2.2974
N 0.6162 6.5644 1.4881
N 1.1968 2.4475 -5.3797
N 2.6358 0.4110 4.1940
N -4.4672 1.9447 0.2421
C 1.9658 7.2039 0.9730
C -3.0601 0.6463 3.3453
C 3.3235 0.0092 2.8748
C -0.1074 1.7556 -4.8397
C -1.3001 -3.3377 3.1770
C 0.5347 -4.6793 5.5043
C 0.0154 5.1321 -0.6772
C 2.4124 1.9778 4.0832
C -4.4573 -2.4037 -2.7099
C -3.7091 -1.9006 -0.3697
C -0.0228 0.2328 -4.5764
C 0.3341 5.1983 0.8685
C 2.3817 2.0459 -4.5393
C -1.1885 -6.1374 4.4001
C 3.4382 -1.4932 2.6573
C -5.1449 0.6758 1.9585
C -3.8749 -4.2888 -1.0448
C 0.9649 3.9866 -5.2941
C 4.0482 -4.1788 -1.3429
C -2.0400 -2.9109 -1.9463
C 1.4398 2.1752 -6.8540
C 4.6036 -3.1409 -3.6705
C 0.7806 6.4918 3.0110
C 4.3043 -1.6420 -1.6201
C -1.5970 -5.1535 6.6609
C 3.4834 0.0087 5.4202
C 1.2416 -0.2826 4.4061
C -5.5711 1.3327 0.7707
C -0.4766 7.5701 1.0791
C -4.5539 4.1893 -0.9260
C -1.7158 -3.5936 4.6746
C -3.4205 1.6931 1.1235
C -4.2737 -3.0812 -4.0875
C 4.7443 -1.9331 -4.6578
C 2.4095 -3.0753 -2.7190
C -4.4603 2.6378 -1.0569
H -0.2044 2.1947 -3.8468
H 5.1246 -4.3121 -1.2343
H 2.5884 0.3771 2.1591
H 1.2070 4.5858 1.0945
H 5.3388 -2.0971 -5.5565
H -0.1274 8.5089 1.5091
H -5.4829 -2.5834 -2.3873
H -5.6222 4.4028 -0.8903
H 2.1863 -2.1565 -3.2613
H -0.0970 -1.3739 -5.4832
H -3.1284 -2.2588 0.4804
H 5.3446 -1.2072 -4.1094
H 3.6942 -1.0564 5.5160
H -0.8008 -7.0353 4.8814
H 1.0792 -4.6048 4.5630
H 0.7459 -3.7920 6.1012
H -2.6896 -3.1940 -5.2456
H -1.9123 -2.5263 2.7832
H -3.5068 -0.2165 3.8395
H -3.3530 -0.9106 -0.6548
H -5.1228 -2.8236 -4.7206
H -3.4608 2.4702 -1.4583
H -2.6309 -5.4568 6.4962
H -5.7368 0.2510 2.7557
H 5.2341 -1.6629 1.9883
H 1.9659 2.3900 4.9881
H -3.9148 -4.9681 -1.8964
H -3.0254 1.4702 4.0581
H -0.4799 4.8698 1.5148
H 3.7382 -1.6082 -0.6893
H 5.3729 -1.6025 -1.4089
H 1.2838 -1.3350 4.6871
H 4.3317 0.6932 5.4236
H 2.1824 8.1295 1.5062
H -1.6762 -4.0850 2.4783
H 2.2293 -3.9227 -3.3805
H 0.9511 7.4929 3.4070
H -0.9709 -5.9658 7.0300
H -5.1530 2.1201 -1.7204
H -1.7586 -3.5584 -2.7768
H 2.4976 0.9643 -4.6085
H 0.2617 6.0506 -1.2099
H -1.9998 0.5809 3.1013
H 0.8009 -0.0596 -3.9251
H 3.7906 -0.7018 -5.6710
H -0.6163 7.5472 -0.0017
H 4.2178 -4.0830 -4.0601
H -4.2592 -1.3389 -2.8326
H 5.6285 -3.2953 -3.3332
H 0.7345 0.2644 5.2008
H -1.4272 7.2396 1.4975
H -4.7276 -1.8984 0.0185
H 4.3310 0.4198 2.9419
H 3.5978 -3.8284 -0.4143
H -1.4805 -4.2152 7.2033
H -1.4998 4.9012 -1.8021
H 1.5925 1.1042 -6.9877
H 2.1325 2.1970 -3.4890
H 2.8623 0.2150 6.2919
H -3.1726 -4.5672 -0.2591
H -2.4271 2.0769 0.9439
H -2.2634 -6.1207 4.2198
H -2.7973 -3.7285 4.6561
H 0.1344 4.2229 -5.9592
H -1.4958 -3.2442 -1.0627
H 0.4950 4.2310 -1.0595
H -1.0358 2.1486 -5.2540
H 1.7955 2.0318 3.1862
H 0.4722 2.3286 -7.3318
H -0.8557 -0.1662 -3.9974
H 0.2262 -2.9418 2.0786
H 3.2985 2.4968 -4.9189
H -4.1178 4.6981 -1.7856
H -4.2826 -4.1640 -3.9625
H 0.8827 4.3383 -4.2657
H 0.8465 -5.5591 6.0672
H 1.8291 4.4207 -5.7969
H -1.7006 -1.9523 -2.3388
H 2.5039 -2.0076 2.4325
H 2.7691 6.5477 1.3079
H 3.9559 -1.9565 3.4972
H -3.9980 4.6111 -0.0886
H -0.1599 6.1909 3.4726
H 1.5601 5.8367 3.4001
H 3.3625 2.4137 3.7745
H -4.8498 -4.0686 -0.6099
H 2.1899 2.7863 -7.3560
H 4.0752 -0.7761 -2.2413
H -6.5124 1.3061 0.2419
H 1.8755 -3.0287 -1.7699
H -0.7976 -5.8484 3.4246
H 1.8205 7.3699 -0.0945
H -1.5279 -2.7553 5.3455
H 3.6259 -5.0736 -1.8003
H 0.5435 -0.1459 3.5803
*
```

Total energy in eV: -140158.4271
Frontier orbital gap in eV: 9.58
LUMO energy in eV: -12.08
HOMO in hartree: -0.7961
Energy relative to the best compared isomer or geometry (same formula, charge and spin) in eV: 0.000

These are the Löwdin partial charges, in e, on atoms 1 to 6: 0.92 -0.28 -0.26 -0.29 -0.28 -0.26

Among the records above, which one has the highest total energy?
C36H95AsF6N8O6